# 1
C3H6N2O3 | the ωB97M-V functional and the def2-TZVPD basis

Last column: Löwdin charge in e.
CARTESIAN COORDINATES (ANGSTROEM)
O1 -1.3446 0.2783 -0.5454  -0.201
O2 1.8743 1.6862 -0.9303  0.080
O3 -0.3234 2.2854 -1.0801  0.107
N1 1.8971 -0.5750 0.7017  -0.049
N2 0.3509 -0.9991 0.2621  0.058
C1 0.6004 1.5091 -0.8050  -0.443
C2 -2.2489 -0.6303 0.1526  -0.113
C3 0.0470 0.0426 -0.4160  -0.272
H1 -1.5416 -0.8709 1.2336  0.150
H2 1.7263 -0.8398 1.8530  0.164
H3 -2.4966 -1.5413 -0.6821  0.121
H4 2.4908 -1.3095 0.2275  0.071
H5 2.4221 1.1200 -0.1666  0.187
H6 -3.4537 -0.1557 0.1949  0.139

Forces on atoms 1 to 3 (eV/Å):
0.496 -1.463 0.077
2.798 -0.769 2.451
3.879 -1.208 0.539

The largest force on an atom comes out at 0.098 Eh/bohr. Its energy above the lowest of the compared OMol25 structures with the same formula, charge and spin is 6.749 eV. As for the structure (SMILES): CO/C(=N/N)C(=O)O. The value obtained for the LUMO energy is 0.370 eV. The multiplicity is 1.


# 2
C6H15NO | the ωB97M-V functional and the def2-TZVPD basis

Last column: Löwdin charge in e.
CARTESIAN COORDINATES (ANGSTROEM)
O1 -1.9165 2.1870 1.3615  -0.077
N1 0.8541 1.0672 1.1193  0.070
C1 0.0860 -1.1024 1.9678  -0.037
C2 -0.6339 -1.9100 -0.7246  -0.063
C3 0.1798 0.3314 -1.6515  -0.227
C4 -0.0123 -0.5616 -0.4555  -0.285
C5 0.3329 -0.2153 0.7874  -0.360
C6 1.3438 -0.1178 -2.5413  -0.094
H1 2.2825 -0.0942 -1.9894  0.073
H2 0.0333 -2.7399 -0.4775  0.079
H3 -0.8903 -2.0102 -1.7815  0.075
H4 1.4343 0.5292 -3.4151  0.070
H5 1.1980 -1.1468 -2.8749  0.069
H6 -2.4359 1.5473 0.8638  0.025
H7 1.3527 1.4986 0.3535  0.082
H8 -1.0019 1.8652 1.3019  -0.018
H9 1.4668 1.0258 1.9233  0.089
H10 -1.5486 -2.0786 -0.1488  0.080
H11 0.6350 -0.7788 2.8511  0.075
H12 0.3228 1.3709 -1.3531  0.096
H13 -0.9698 -1.1124 2.2497  0.090
H14 -0.7354 0.3328 -2.2486  0.111
H15 0.3665 -2.1358 1.7708  0.077

Forces on atoms 1 to 3 (eV/Å):
-0.085 -0.074 -0.048
0.114 -0.176 -0.014
-0.116 -0.174 0.250

The largest force on an atom comes out at 0.006 Eh/bohr. Its energy above the lowest of the compared OMol25 structures with the same formula, charge and spin is 0.881 eV. As for the structure (SMILES): CC/C(C)=C(/C)N.O. The value obtained for the LUMO energy is 0.819 eV. The multiplicity is 1.


# 3
C39H31N2NiP2 | the ωB97M-V functional and the def2-TZVPD basis

Last column: Löwdin charge in e.
CARTESIAN COORDINATES (ANGSTROEM)
Ni1 0.2493 -0.9529 -0.8266  0.263
P1 -0.9825 -0.1405 0.9527  0.924
P2 1.7443 -0.5667 0.9964  0.990
N1 -0.9569 -0.7604 -2.4435  0.095
N2 0.3863 -0.1211 1.9265  -0.359
C1 3.5800 3.4369 -0.3552  -0.070
C2 4.1423 2.2310 -0.7584  -0.063
C3 3.7301 -0.8305 4.5186  -0.061
C4 -5.1167 -0.2728 -2.6874  -0.056
C5 -2.2408 -0.9205 1.9940  -0.349
C6 1.5626 -1.4273 -2.1151  -0.142
C7 -2.1615 -0.3847 -4.9308  0.022
C8 3.5919 1.0333 -0.3328  -0.084
C9 2.4755 1.0293 0.5066  -0.335
C10 -1.8969 -2.0473 2.7423  -0.086
C11 2.8107 -1.1677 2.3255  -0.342
C12 -1.5089 1.5869 0.8142  -0.364
C13 2.1335 -0.8707 -4.4063  -0.019
C14 3.8135 -1.7507 -2.9381  -0.074
C15 3.3635 -2.4435 2.2845  -0.087
C16 -4.4949 -0.5907 -1.4615  -0.047
C17 -4.3591 -0.1840 -3.8168  -0.018
C18 1.9275 2.2396 0.9216  -0.093
C19 -1.4742 2.2079 -0.4305  -0.087
C20 -3.1419 -0.7627 -1.3854  -0.038
C21 -4.1640 -2.2298 3.5189  -0.063
C22 -2.3263 -0.6227 -2.5280  -0.184
C23 3.4496 -1.2401 -4.1771  -0.066
C24 4.2659 -2.1153 4.4861  -0.062
C25 1.1932 -1.0027 -3.3865  -0.191
C26 -1.7777 3.5603 -0.5467  -0.061
C27 -2.9583 -0.3763 -3.7641  -0.145
C28 2.4801 3.4401 0.4884  -0.067
C29 2.8769 -1.8277 -1.9109  -0.136
C30 3.0076 -0.3502 3.4393  -0.088
C31 -3.5632 -0.4742 1.9869  -0.104
C32 -2.1036 4.2927 0.5840  -0.065
C33 -0.8275 -0.6038 -4.8341  0.020
C34 4.0956 -2.9157 3.3673  -0.067
C35 -1.8341 2.3316 1.9502  -0.096
C36 -2.8544 -2.6909 3.5122  -0.065
C37 -2.1274 3.6802 1.8344  -0.065
C38 -0.2370 -0.7590 -3.5595  -0.191
C39 -4.5193 -1.1290 2.7508  -0.061
H1 4.5242 -3.9092 3.3374  0.112
H2 -4.9089 -2.7283 4.1253  0.112
H3 4.8322 -2.0784 -2.7667  0.111
H4 -1.7515 4.0395 -1.5173  0.111
H5 -5.0999 -0.7188 -0.5717  0.106
H6 -3.8414 0.3937 1.4019  0.106
H7 3.2221 -3.0703 1.4109  0.100
H8 0.3698 -0.1736 2.9358  0.081
H9 -0.2142 -0.6702 -5.7191  0.113
H10 4.0017 4.3729 -0.6982  0.109
H11 1.0670 2.2526 1.5804  0.086
H12 2.6207 0.6633 3.4531  0.109
H13 -2.3364 5.3470 0.4971  0.111
H14 -2.3750 4.2576 2.7166  0.111
H15 3.1862 -2.2150 -0.9479  0.071
H16 -2.6347 -0.2550 -5.8979  0.130
H17 3.8822 -0.2011 5.3863  0.112
H18 -2.6901 -1.0618 -0.4565  0.044
H19 4.1837 -1.1495 -4.9675  0.109
H20 -5.5436 -0.7788 2.7460  0.112
H21 -6.1880 -0.1270 -2.7287  0.112
H22 4.0340 0.1014 -0.6545  0.090
H23 2.0441 4.3772 0.8131  0.109
H24 -1.1912 1.6385 -1.3073  0.089
H25 -2.5796 -3.5571 4.1004  0.111
H26 5.0066 2.2247 -1.4102  0.110
H27 1.8531 -0.4793 -5.3759  0.108
H28 -0.8797 -2.4223 2.7248  0.102
H29 -4.8162 0.0207 -4.7787  0.122
H30 4.8218 -2.4881 5.3370  0.112
H31 -1.8519 1.8572 2.9256  0.114

Forces on atoms 1 to 3 (eV/Å):
0.140 -0.467 -0.046
0.109 0.500 0.006
-0.983 0.924 -0.265

The largest force on an atom comes out at 0.027 Eh/bohr. The total charge is +1. The value obtained for the LUMO energy is -2.966 eV. The multiplicity is 1.


# 4
C5H11NOS2 | the ωB97M-V functional and the def2-TZVPD basis

Last column: Löwdin charge in e.
CARTESIAN COORDINATES (ANGSTROEM)
S1 -3.1050 -1.5891 0.6387  0.305
S2 -1.4471 -1.1661 -0.2291  0.550
O1 -0.4107 -2.1425 -1.5186  -0.457
N1 -1.8106 0.1637 -1.2389  -0.235
C1 -0.6808 1.0038 -1.6349  -0.253
C2 0.4485 -1.9604 1.2595  -0.158
C3 0.0804 1.4727 -0.4673  -0.191
C4 -0.2302 -0.6292 0.9361  -0.492
C5 0.8129 0.3343 0.2820  -0.145
H1 -0.6463 -0.2518 1.8314  0.106
H2 1.4178 -0.0205 -0.4427  0.083
H3 1.4213 -1.9952 1.7823  0.084
H4 0.7200 2.2388 -0.7915  0.101
H5 -1.1771 1.7597 -2.1746  0.111
H6 -2.5260 0.6763 -0.7472  0.063
H7 0.7156 -2.4369 0.2475  0.075
H8 1.4156 0.8313 0.9820  0.107
H9 -0.6144 1.8941 0.2779  0.128
H10 -0.1850 -2.7665 1.8009  0.105
H11 -0.1728 0.4097 -2.3549  0.111

Forces on atoms 1 to 3 (eV/Å):
0.443 -0.453 -0.132
1.652 -1.044 -5.568
-3.407 2.876 4.146

The largest force on an atom comes out at 0.118 Eh/bohr. Its energy above the lowest of the compared OMol25 structures with the same formula, charge and spin is 5.046 eV. As for the structure (SMILES): C[C@H]1CCCN[S@]1(=O)=S. The value obtained for the LUMO energy is -0.194 eV. The multiplicity is 1.


# 5
C6H6 | the ωB97M-V functional and the def2-TZVPD basis

Last column: Löwdin charge in e.
CARTESIAN COORDINATES (ANGSTROEM)
C1 3.6661 0.1888 -0.0040  0.120
C2 -1.3757 -0.7265 0.0278  -0.245
C3 2.5595 -0.2798 0.0734  -0.162
C4 1.2477 -0.6911 0.0625  -0.058
C5 -1.7563 0.7714 -0.0474  -0.093
C6 0.0661 -0.8602 -0.1183  -0.030
H1 -0.9374 1.3962 0.3229  0.075
H2 -2.6499 0.9936 0.5413  0.069
H3 4.6286 0.6290 -0.1104  0.028
H4 -1.9665 -1.3199 -0.6769  0.108
H5 -1.5342 -1.1798 1.0107  0.113
H6 -1.9481 1.0783 -1.0817  0.075

Forces on atoms 1 to 3 (eV/Å):
-0.246 -0.142 0.028
-0.041 -0.103 0.105
0.512 0.152 -0.153

The largest force on an atom comes out at 0.012 Eh/bohr. Its energy above the lowest of the compared OMol25 structures with the same formula, charge and spin is 3.735 eV. As for the structure (SMILES): C#CC#CCC. The value obtained for the LUMO energy is 0.962 eV. The multiplicity is 1.


# 6
C6H14GaN2SSbSe4 | the ωB97M-V functional and the def2-TZVPD basis

Last column: Löwdin charge in e.
CARTESIAN COORDINATES (ANGSTROEM)
Sb1 -4.7276 -0.7888 3.5882  -0.084
Se1 -2.5334 0.0428 1.6610  0.151
Se2 -5.4659 -2.9122 2.6197  0.309
Se3 -3.4374 -0.8857 5.6663  0.309
Se4 -5.9954 1.1282 3.1567  0.136
Ga1 -0.7257 -0.1985 0.4511  -0.013
S1 1.2001 -1.6858 0.2815  1.014
N1 -0.6289 -0.0139 -1.6049  -0.121
N2 0.7228 1.3031 0.4088  -0.119
C1 1.8148 0.8624 1.3068  -0.209
C2 -0.0074 -1.2281 -2.1902  -0.204
C3 1.3125 -1.6199 -1.5417  -0.364
C4 2.4267 -0.4637 0.8606  -0.366
C5 1.1359 1.6148 -0.9786  -0.132
C6 -0.0066 1.2938 -1.9294  -0.123
H1 -0.7854 2.0489 -1.8225  0.145
H2 3.1654 -0.3599 0.0679  0.095
H3 -1.5890 0.0141 -1.9459  0.149
H4 -0.7235 -2.0394 -2.0577  0.139
H5 2.9313 -0.9245 1.7075  0.102
H6 2.0246 1.0373 -1.2190  0.112
H7 0.1535 -1.0996 -3.2623  0.147
H8 1.5722 -2.6253 -1.8680  0.104
H9 1.4045 2.6657 -1.0797  0.152
H10 0.3417 1.3145 -2.9627  0.148
H11 2.1408 -0.9687 -1.8114  0.089
H12 0.2889 2.1263 0.8266  0.152
H13 1.3833 0.7517 2.3014  0.134
H14 2.6075 1.6102 1.3700  0.148

Forces on atoms 1 to 3 (eV/Å):
-0.133 0.704 -0.418
-0.391 0.274 0.152
0.007 -0.179 0.055

The largest force on an atom comes out at 0.016 Eh/bohr. The total charge is +2. Its energy above the lowest of the compared OMol25 structures with the same formula, charge and spin is 0.587 eV. The value obtained for the LUMO energy (alpha / beta) is -8.587 / -8.588 eV. The multiplicity is 1.


# 7
C30H55FN2O5 | the ωB97M-V functional and the def2-TZVPD basis

Last column: Löwdin charge in e.
CARTESIAN COORDINATES (ANGSTROEM)
F1 -2.2225 -0.4442 -0.7646  -0.042
O1 -8.6624 -1.8907 -5.0251  -0.171
O2 -6.4046 0.7485 -0.7290  -0.164
O3 7.9243 0.8957 -0.6392  -0.167
O4 1.7620 2.1593 3.8886  -0.044
O5 5.7843 -1.8881 3.2116  -0.170
N1 0.0437 4.0464 1.2294  0.211
N2 -3.1866 3.4397 2.9243  0.186
C1 3.8103 2.5908 0.9124  -0.067
C2 -6.6612 -1.3927 -1.9156  -0.072
C3 -10.0756 -1.7969 -5.0212  -0.281
C4 -8.0309 -1.8167 -6.2906  -0.281
C5 0.4143 1.6964 3.7900  -0.145
C6 -2.2260 0.3115 1.4548  -0.097
C7 -5.7991 -0.4943 -1.0454  -0.287
C8 3.0406 2.8381 2.0303  -0.027
C9 -0.1759 3.0289 1.7362  -0.187
C10 5.5715 -2.1819 5.6439  -0.078
C11 -2.5874 2.4749 2.6735  -0.200
C12 -1.7111 1.2758 2.5514  -0.235
C13 2.5533 1.8016 2.8151  -0.312
C14 -10.7646 -2.8880 -5.8231  -0.080
C15 -7.6273 0.6878 -0.0183  -0.281
C16 8.0571 0.7199 -2.0388  -0.281
C17 -8.2939 -0.5169 -7.0321  -0.079
C18 -7.5188 -0.0052 1.3294  -0.080
C19 -1.7662 0.6266 0.0255  -0.366
C20 9.0948 0.6884 0.1321  -0.286
C21 5.7686 -2.8187 4.2783  -0.282
C22 2.8769 0.5038 2.4757  -0.027
C23 3.6519 0.2404 1.3569  -0.084
C24 -0.1800 1.6803 2.3717  -0.207
C25 6.7992 -0.8973 3.2573  -0.276
C26 -2.3674 1.9006 -0.5814  -0.015
C27 8.5039 -0.6750 -2.4416  -0.079
C28 4.0996 1.2763 0.5696  -0.089
C29 8.2052 -1.4701 3.2510  -0.081
C30 10.2387 1.6211 -0.2275  -0.075
H1 6.6460 -0.2378 4.1185  0.111
H2 -5.4948 -1.0123 -0.1283  0.104
H3 4.1322 3.4522 0.3319  0.111
H4 6.3831 -1.4986 5.8967  0.066
H5 -7.7514 -0.5043 -7.9784  0.077
H6 -0.1903 2.4015 4.3818  0.145
H7 -6.7766 0.4941 1.9555  0.077
H8 -8.3092 -2.6797 -6.9055  0.106
H9 4.6927 1.1002 -0.3256  0.101
H10 8.4009 -2.0956 4.1233  0.066
H11 0.2545 0.9155 1.7259  0.135
H12 9.4916 -0.9184 -2.0475  0.065
H13 -11.8480 -2.7849 -5.7478  0.077
H14 3.8944 -0.7867 1.0941  0.111
H15 9.4082 -0.3597 0.0698  0.106
H16 -8.4806 0.0158 1.8438  0.076
H17 -10.4803 -3.8729 -5.4487  0.081
H18 -7.9389 1.7215 0.1375  0.118
H19 -10.4981 -2.8497 -6.8802  0.065
H20 10.5687 1.4842 -1.2582  0.066
H21 -8.4021 0.2207 -0.6364  0.106
H22 -1.8062 2.1126 -1.5026  0.090
H23 9.9294 2.6623 -0.1193  0.083
H24 5.5294 -2.9499 6.4175  0.077
H25 7.0710 0.9141 -2.4633  0.116
H26 2.5086 -0.3035 3.1097  0.125
H27 -10.3905 -0.8042 -5.3616  0.107
H28 -9.3533 -0.3801 -7.2536  0.065
H29 6.6644 -0.2782 2.3687  0.109
H30 -6.9236 -0.8866 -2.8461  0.077
H31 8.9395 -0.6632 3.2470  0.072
H32 11.0950 1.4391 0.4234  0.078
H33 -6.1283 -2.3138 -2.1553  0.081
H34 -7.5943 -1.6668 -1.4208  0.067
H35 8.5480 -0.7584 -3.5283  0.077
H36 0.3494 0.7169 4.2883  0.136
H37 2.8105 3.8676 2.3016  0.122
H38 -1.9181 -0.7198 1.6796  0.130
H39 -3.3997 1.7110 -0.9089  0.081
H40 8.3586 -2.0886 2.3645  0.083
H41 -0.6785 0.6560 -0.1144  0.136
H42 -7.9729 0.3360 -6.4313  0.082
H43 -10.3814 -1.8763 -3.9771  0.117
H44 4.9356 -3.4944 4.0787  0.117
H45 -3.3262 0.2993 1.4357  0.128
H46 8.7277 1.4801 -2.4541  0.107
H47 -2.3430 2.7683 0.0845  0.064
H48 7.8059 -1.4231 -2.0616  0.082
H49 8.8112 0.8635 1.1709  0.106
H50 4.6428 -1.6083 5.6665  0.078
H51 -6.9606 -1.9059 -6.1004  0.118
H52 6.6759 -3.4326 4.2615  0.106
H53 -7.2159 -1.0486 1.2299  0.064
H54 -4.8804 -0.2570 -1.5828  0.105
H55 -1.7705 0.7510 3.5161  0.143

Forces on atoms 1 to 3 (eV/Å):
0.202 -0.033 0.117
0.140 -0.035 0.238
0.161 0.233 -0.041

The largest force on an atom comes out at 0.038 Eh/bohr. Its energy above the lowest of the compared OMol25 structures with the same formula, charge and spin is 0.000 eV. As for the structure (SMILES): C[C@H](F)C[C@H](C#N)[C@@H](C#N)COc1ccccc1.CCOCC.CCOCC.CCOCC.CCOCC. The value obtained for the LUMO energy is 0.488 eV. The multiplicity is 1.


# 8
C3H2S | the ωB97M-V functional and the def2-TZVPD basis

Last column: Löwdin charge in e.
CARTESIAN COORDINATES (ANGSTROEM)
S1 2.3808 0.0230 -0.0010  0.619
C1 0.7963 0.1491 0.1010  -0.836
C2 -0.6011 0.6816 -0.0039  0.043
C3 -0.4273 -0.6421 -0.0022  -0.021
H1 -1.2730 1.4589 0.0081  0.067
H2 -0.8757 -1.6706 -0.1020  0.127

Forces on atoms 1 to 3 (eV/Å):
0.796 0.527 0.286
-3.771 -0.862 -0.956
3.403 -2.737 0.649

The largest force on an atom comes out at 0.086 Eh/bohr. Its energy above the lowest of the compared OMol25 structures with the same formula, charge and spin is 0.432 eV. As for the structure (SMILES): S=c1cc1. The value obtained for the LUMO energy is 0.763 eV. The multiplicity is 1.